{"formula": "C2H3NO2", "method": "ωB97M-V with the def2-TZVPD basis set", "smiles": "C=NOC=O", "largest_force_ev_per_a": 3.81, "lumo_energy_ev": 0.89, "homo_lumo_gap_ev": 11.25, "homo_ev": -10.36, "e_above_lowest_ev": 3.052, "species": ["C", "C", "H", "H", "H", "N", "O", "O"], "xyz": [[1.6499, 1.2785, 0.1137], [-1.0569, -0.8026, 0.2650], [1.7675, 2.1593, -0.3542], [2.2953, 0.8127, 0.9055], [-1.5446, -0.6785, 1.2004], [0.5063, 0.7940, -0.2348], [0.2867, -0.3249, 0.5212], [-1.4892, -1.0134, -0.8187]]}



{"formula": "C46H43ClP2PtSi", "method": "ωB97M-V with the def2-TZVPD basis set", "largest_force_ev_per_a": 2.46, "lumo_energy_ev": [-7.89, -7.89], "charge": 2, "homo_lumo_gap_ev": [4.66, 4.66], "homo_ev": [-12.55, -12.55], "e_above_lowest_ev": 2.837, "species": ["Pt", "C", "C", "P", "C", "C", "C", "C", "C", "C", "C", "C", "C", "C", "C", "C", "C", "P", "C", "C", "C", "C", "C", "C", "C", "C", "C", "C", "C", "C", "H", "H", "H", "H", "H", "H", "H", "H", "H", "H", "H", "H", "H", "H", "H", "H", "H", "H", "H", "H", "H", "H", "H", "H", "H", "H", "Cl", "C", "C", "C", "C", "C", "C", "C", "H", "H", "H", "H", "H", "H", "C", "C", "C", "C", "C", "C", "Si", "C", "C", "C", "C", "C", "C", "H", "H", "H", "H", "H", "H", "H", "H", "H", "H", "H"], "xyz": [[-0.1479, 0.4572, -0.1806], [2.2593, 3.5216, 0.4827], [2.9355, 2.4431, -0.3541], [2.1806, 0.7689, -0.1964], [3.1301, -0.1447, -1.4506], [4.5187, -0.2534, -1.4349], [5.1636, -0.9379, -2.4503], [4.4392, -1.4925, -3.4929], [3.0625, -1.3399, -3.5402], [2.4125, -0.6668, -2.5236], [2.5723, 0.2977, 1.5247], [1.5818, 0.5763, 2.4686], [1.7792, 0.2797, 3.8040], [2.9656, -0.3147, 4.2074], [3.9467, -0.6061, 3.2746], [3.7579, -0.3016, 1.9358], [0.9520, 3.9862, -0.1514], [-0.5099, 2.8556, -0.0333], [-1.4615, 3.5416, 1.3523], [-0.7933, 3.9985, 2.4889], [-1.4961, 4.6100, 3.5105], [-2.8692, 4.7730, 3.4079], [-3.5414, 4.3011, 2.2904], [-2.8488, 3.6696, 1.2742], [-1.3575, 3.3315, -1.5588], [-1.9870, 4.5676, -1.6756], [-2.4662, 4.9711, -2.9087], [-2.3117, 4.1558, -4.0194], [-1.6918, 2.9197, -3.9026], [-1.2156, 2.5072, -2.6721], [2.9286, 4.3829, 0.5471], [2.0991, 3.1530, 1.4992], [3.9804, 2.3261, -0.0471], [2.9315, 2.7173, -1.4134], [5.1046, 0.1979, -0.6490], [6.2385, -1.0274, -2.4269], [4.9504, -2.0286, -4.2759], [2.4983, -1.7395, -4.3677], [1.3374, -0.5308, -2.5541], [0.6408, 1.0315, 2.1495], [1.0090, 0.5011, 4.5256], [3.1206, -0.5565, 5.2460], [4.8671, -1.0761, 3.5843], [4.5284, -0.5475, 1.2222], [1.1129, 4.1639, -1.2189], [0.6249, 4.9297, 0.2939], [0.2785, 3.8948, 2.5718], [-0.9675, 4.9705, 4.3801], [-3.4138, 5.2633, 4.1986], [-4.6080, 4.4367, 2.2050], [-3.3843, 3.3049, 0.4102], [-2.0968, 5.2091, -0.8133], [-2.9503, 5.9306, -3.0034], [-2.6699, 4.4868, -4.9811], [-1.5722, 2.2893, -4.7708], [-0.7166, 1.5420, -2.5564], [-3.9443, -5.2288, -0.0069], [-3.3965, -3.6089, -0.0276], [-2.7537, -3.1042, 1.2227], [-2.5169, -1.6454, 1.1699], [-2.6597, -0.8878, 0.0099], [-2.2921, 0.5039, 0.0453], [-3.1692, -1.4957, -1.1657], [-3.5640, -2.8277, -1.1433], [-3.4002, -3.3345, 2.0788], [-2.2099, -1.1702, 2.0900], [-2.4035, 0.9500, 1.0380], [-2.7303, 1.1081, -0.7510], [-3.2948, -0.9092, -2.0599], [-4.0324, -3.2558, -2.0151], [-0.6257, -4.3998, -3.7911], [-0.9924, -3.0652, -3.7768], [-0.7052, -2.2804, -2.6719], [-0.0892, -2.8316, -1.5592], [0.2810, -4.1710, -1.5835], [0.0236, -4.9477, -2.6987], [0.3636, -1.9334, 0.0611], [-0.2015, -2.8799, 1.6022], [0.6283, -2.8847, 2.7034], [0.4346, -3.7301, 3.7897], [-0.6593, -4.6154, 3.7964], [-1.5100, -4.6782, 2.7471], [-1.3669, -3.8306, 1.5313], [-0.8388, -5.0129, -4.6517], [-1.4860, -2.6285, -4.6320], [-0.9474, -1.2246, -2.6915], [0.7923, -4.6066, -0.7391], [0.3384, -5.9797, -2.7120], [1.8565, -2.0616, 0.1369], [1.4822, -2.2222, 2.7284], [1.1204, -3.7173, 4.6211], [-0.8222, -5.2385, 4.6603], [-2.3368, -5.3708, 2.7490], [-1.2068, -4.4862, 0.6615]]}



{"formula": "C8H16ClFeO20S4Ti", "method": "ωB97M-V with the def2-TZVPD basis set", "largest_force_ev_per_a": 4.09, "lumo_energy_ev": [-9.15, -8.84], "charge": 2, "homo_lumo_gap_ev": [4.65, 6.37], "homo_ev": [-13.79, -15.22], "s2": 15.75, "e_above_lowest_ev": 0.000, "multiplicity": 8, "species": ["Fe", "Ti", "Cl", "O", "O", "O", "O", "C", "C", "O", "S", "O", "O", "O", "H", "H", "H", "H", "C", "C", "O", "S", "O", "O", "O", "H", "H", "H", "H", "C", "C", "O", "S", "O", "O", "O", "H", "H", "H", "H", "C", "C", "O", "S", "O", "O", "O", "H", "H", "H", "H"], "xyz": [[3.1551, -1.7910, -2.9665], [0.4426, -4.6963, 1.0477], [1.3132, -1.2707, -0.4153], [0.6819, -0.0975, 0.0359], [1.1696, -1.3531, -1.8436], [2.7155, -1.2592, -0.1375], [0.7370, -2.4578, 0.1976], [1.6201, 3.2817, -3.7103], [1.1708, 3.3036, -2.2338], [1.8320, 2.2286, -1.6203], [3.2231, 1.8240, -2.3931], [3.1779, 0.4885, -2.9702], [4.3305, 2.1823, -1.5702], [2.9659, 2.8985, -3.5817], [1.6376, 4.2996, -4.0938], [0.9655, 2.6457, -4.3067], [0.0848, 3.1999, -2.1609], [1.3000, 4.2845, -1.7709], [0.9883, -1.1487, 3.9567], [2.4846, -1.1492, 3.7152], [2.9315, -2.4707, 3.9718], [1.7846, -3.3757, 4.6570], [2.2425, -4.0756, 5.8114], [1.1977, -4.2030, 3.6080], [0.7879, -2.1216, 5.0003], [0.5267, -1.5573, 3.0544], [0.5967, -0.1831, 4.2577], [3.0822, -0.4568, 4.3078], [2.6559, -0.8686, 2.6735], [-2.2526, -2.4970, -2.7208], [-2.5222, -1.6529, -1.4631], [-3.3393, -2.5115, -0.6793], [-2.9604, -4.0907, -0.8447], [-4.1459, -4.8537, -0.7041], [-1.8050, -4.3406, 0.0148], [-2.5163, -3.8605, -2.3645], [-1.2376, -2.4915, -3.1153], [-2.8916, -2.2301, -3.5623], [-3.1082, -0.7456, -1.5707], [-1.5960, -1.5032, -0.9048], [-2.1542, 2.1116, 0.0960], [-1.6581, 2.4906, 1.4858], [-2.3822, 3.6636, 1.8451], [-2.5367, 4.6345, 0.4891], [-1.4099, 5.4935, 0.3168], [-3.8726, 5.1376, 0.3792], [-2.2849, 3.3808, -0.5225], [-3.1382, 1.6452, 0.0278], [-1.3547, 1.6784, -0.5071], [-0.5858, 2.6631, 1.5708], [-2.0489, 1.7774, 2.2138]]}



Please write out number 3 again, unchanged.
{"formula": "C8H16ClFeO20S4Ti", "method": "ωB97M-V with the def2-TZVPD basis set", "largest_force_ev_per_a": 4.09, "lumo_energy_ev": [-9.15, -8.84], "charge": 2, "homo_lumo_gap_ev": [4.65, 6.37], "homo_ev": [-13.79, -15.22], "s2": 15.75, "e_above_lowest_ev": 0.000, "multiplicity": 8, "species": ["Fe", "Ti", "Cl", "O", "O", "O", "O", "C", "C", "O", "S", "O", "O", "O", "H", "H", "H", "H", "C", "C", "O", "S", "O", "O", "O", "H", "H", "H", "H", "C", "C", "O", "S", "O", "O", "O", "H", "H", "H", "H", "C", "C", "O", "S", "O", "O", "O", "H", "H", "H", "H"], "xyz": [[3.1551, -1.7910, -2.9665], [0.4426, -4.6963, 1.0477], [1.3132, -1.2707, -0.4153], [0.6819, -0.0975, 0.0359], [1.1696, -1.3531, -1.8436], [2.7155, -1.2592, -0.1375], [0.7370, -2.4578, 0.1976], [1.6201, 3.2817, -3.7103], [1.1708, 3.3036, -2.2338], [1.8320, 2.2286, -1.6203], [3.2231, 1.8240, -2.3931], [3.1779, 0.4885, -2.9702], [4.3305, 2.1823, -1.5702], [2.9659, 2.8985, -3.5817], [1.6376, 4.2996, -4.0938], [0.9655, 2.6457, -4.3067], [0.0848, 3.1999, -2.1609], [1.3000, 4.2845, -1.7709], [0.9883, -1.1487, 3.9567], [2.4846, -1.1492, 3.7152], [2.9315, -2.4707, 3.9718], [1.7846, -3.3757, 4.6570], [2.2425, -4.0756, 5.8114], [1.1977, -4.2030, 3.6080], [0.7879, -2.1216, 5.0003], [0.5267, -1.5573, 3.0544], [0.5967, -0.1831, 4.2577], [3.0822, -0.4568, 4.3078], [2.6559, -0.8686, 2.6735], [-2.2526, -2.4970, -2.7208], [-2.5222, -1.6529, -1.4631], [-3.3393, -2.5115, -0.6793], [-2.9604, -4.0907, -0.8447], [-4.1459, -4.8537, -0.7041], [-1.8050, -4.3406, 0.0148], [-2.5163, -3.8605, -2.3645], [-1.2376, -2.4915, -3.1153], [-2.8916, -2.2301, -3.5623], [-3.1082, -0.7456, -1.5707], [-1.5960, -1.5032, -0.9048], [-2.1542, 2.1116, 0.0960], [-1.6581, 2.4906, 1.4858], [-2.3822, 3.6636, 1.8451], [-2.5367, 4.6345, 0.4891], [-1.4099, 5.4935, 0.3168], [-3.8726, 5.1376, 0.3792], [-2.2849, 3.3808, -0.5225], [-3.1382, 1.6452, 0.0278], [-1.3547, 1.6784, -0.5071], [-0.5858, 2.6631, 1.5708], [-2.0489, 1.7774, 2.2138]]}



- What is the formula in the first record?
  C2H3NO2